Entry one
# C4H9N3O

The molecule C4H9N3O (wB97M-V/def2-TZVPD, the OMol25 dataset).

Computed properties:
HOMO level   -7.98 eV
M   115.14 g mol⁻¹
Structure (SMILES)   [H]/N=C(N)\C=C(\N)CO
LUMO level   0.0207 hartree

Structure (ORCA input):
```
! wB97M-V def2-TZVPD RIJCOSX def2/J DEFGRID3
* xyz 0 1
H 0.94 -1.99 -0.07
N 1.84 -1.55 -0.12
C 1.77 -0.27 -0.07
N 2.93 0.48 0.12
C 0.59 0.61 -0.19
C -0.75 0.40 -0.13
N -1.64 1.43 -0.02
C -1.40 -0.99 -0.05
O -2.79 -0.73 -0.01
H 3.82 -0.01 0.21
H 2.97 1.50 -0.01
H 0.92 1.66 -0.03
H -2.60 1.23 -0.15
H -1.21 2.34 -0.08
H -0.93 -1.53 0.75
H -1.23 -1.57 -0.95
H -3.24 -1.02 0.80
*
```

=====

Entry two
# C4H9N3O

A structure of composition C4H9N3O (wB97M-V/def2-TZVPD, the OMol25 dataset).

Computed properties:
HOMO level   -7.75 eV
M   115.14 g mol⁻¹
LUMO level   0.0351 hartree

Structure (ORCA input):
```
! wB97M-V def2-TZVPD RIJCOSX def2/J DEFGRID3
* xyz 0 1
C -1.18 -1.41 -0.26
N -0.91 0.12 1.57
C -0.71 -0.10 0.27
N 0.11 0.54 -1.97
C 1.24 0.13 0.52
C 0.01 0.84 -0.60
O -0.87 1.50 1.88
N 2.03 -0.77 0.13
H -1.21 1.53 2.79
H 0.47 -0.39 -2.15
H 0.66 1.21 -2.48
H 2.93 -0.76 0.60
H 1.44 0.91 1.25
H -0.13 1.89 -0.33
H -1.83 -1.22 -1.12
H -1.68 -1.96 0.53
H -0.38 -2.05 -0.62
*
```

=====

Quick one: most stable of them? entry one

=====

Entry one
# C4H9N3O

The molecule C4H9N3O (wB97M-V/def2-TZVPD, the OMol25 dataset).

Computed properties:
HOMO level   -8.41 eV
M   115.14 g mol⁻¹
Structure (SMILES)   [H]/N=C(/O)C(=C)N(C)N
LUMO level   0.0239 hartree

Structure (ORCA input):
```
! wB97M-V def2-TZVPD RIJCOSX def2/J DEFGRID3
* xyz 0 1
H -0.47 0.31 2.51
N -1.31 0.44 1.96
C -1.18 0.26 0.73
O -2.16 -0.77 -0.06
C -0.50 0.47 -0.51
C -0.66 1.35 -1.50
N 0.68 -0.07 0.12
C 0.94 -1.51 0.20
N 1.84 0.70 -0.15
H -3.03 -0.58 0.31
H 0.11 1.45 -2.25
H -1.60 1.85 -1.60
H 1.29 -1.88 -0.77
H 0.02 -2.00 0.51
H 1.72 -1.68 0.94
H 2.34 0.87 0.71
H 1.97 0.81 -1.15
*
```

=====

Entry two
# C4H9N3O

The molecule C4H9N3O (wB97M-V/def2-TZVPD, the OMol25 dataset).

Computed properties:
HOMO level   -7.57 eV
M   115.14 g mol⁻¹
Structure (SMILES)   [H]/N=C(N)/C(N)=C(\C)O
LUMO level   0.0325 hartree

Structure (ORCA input):
```
! wB97M-V def2-TZVPD RIJCOSX def2/J DEFGRID3
* xyz 0 1
H -1.22 0.68 -2.67
N -0.93 0.01 -1.95
C -1.00 0.46 -0.77
N -1.21 1.77 -0.35
C -0.46 -0.21 0.42
N -1.38 -0.38 1.47
C 0.82 -0.63 0.52
C 1.91 -0.34 -0.46
O 1.17 -1.44 1.60
H -1.54 2.45 -1.03
H -1.47 1.97 0.59
H -2.28 -0.72 1.16
H -1.00 -0.99 2.19
H 1.48 -0.01 -1.41
H 2.50 -1.24 -0.67
H 2.58 0.43 -0.09
H 2.04 -1.80 1.44
*
```

=====

Entry three
# C4H9N3O

The molecule C4H9N3O (wB97M-V/def2-TZVPD, the OMol25 dataset).

Computed properties:
HOMO level   -8.17 eV
M   115.14 g mol⁻¹
Structure (SMILES)   O/N=C\NNC1CC1
LUMO level   0.0221 hartree

Structure (ORCA input):
```
! wB97M-V def2-TZVPD RIJCOSX def2/J DEFGRID3
* xyz 0 1
O -1.64 -2.82 -0.86
N -0.45 -2.53 -1.63
C 0.48 -1.64 -1.29
N 0.68 -1.09 -0.14
N -0.24 -0.55 0.69
C -0.35 0.78 0.13
C 0.92 1.64 0.29
C -0.44 1.94 1.04
H -1.72 -2.42 0.04
H 1.21 -1.46 -2.29
H 1.47 -0.26 -0.06
H -0.02 -0.39 1.73
H -0.97 0.93 -0.69
H 1.32 2.21 -0.59
H 1.79 1.45 1.23
H -0.76 1.60 2.12
H -1.29 2.61 0.27
*
```

=====

Entry four
# C4H9N3O

A structure of composition C4H9N3O (wB97M-V/def2-TZVPD, the OMol25 dataset).

Computed properties:
HOMO level   -6.77 eV
M   115.14 g mol⁻¹
LUMO level   0.0197 hartree

Structure (ORCA input):
```
! wB97M-V def2-TZVPD RIJCOSX def2/J DEFGRID3
* xyz 0 1
C -0.29 0.02 0.01
C 0.05 0.62 1.34
C -0.24 0.91 -1.21
C -0.06 -1.35 -0.17
N -2.22 -0.33 0.16
N 1.91 -0.88 -0.47
N 2.69 -0.19 0.14
O -0.28 -2.49 -0.25
H -2.38 -0.99 0.92
H -2.56 -0.80 -0.69
H 3.66 -0.23 -0.25
H -0.15 -0.07 2.16
H 1.11 0.87 1.35
H -1.07 1.62 -1.15
H 0.71 1.44 -1.23
H -0.34 0.35 -2.14
H -0.56 1.51 1.48
*
```

=====

Quick one: most stable of them? entry two

=====

Entry one
# C4H9N3O

The molecule C4H9N3O (wB97M-V/def2-TZVPD, the OMol25 dataset).

Computed properties:
HOMO level   -8.89 eV
M   115.14 g mol⁻¹
Structure (SMILES)   [H]/N=C(\C=N\N)[C@H](C)O
LUMO level   0.0107 hartree

Structure (ORCA input):
```
! wB97M-V def2-TZVPD RIJCOSX def2/J DEFGRID3
* xyz 0 1
H 2.20 1.62 0.38
N 1.19 1.78 0.41
C 0.56 0.70 0.34
C 0.88 -0.72 0.15
N 2.06 -0.93 -0.39
N 2.17 -2.23 -0.84
C -1.05 0.53 -0.21
C -1.88 1.41 0.72
O -1.74 -0.68 -0.44
H 0.24 -1.53 0.54
H 1.53 -2.44 -1.61
H 3.13 -2.36 -1.18
H -0.97 1.01 -1.19
H -1.48 2.42 0.79
H -1.91 0.97 1.73
H -2.91 1.48 0.38
H -2.02 -1.04 0.41
*
```

=====

Entry two
# C4H9N3O

The molecule C4H9N3O (wB97M-V/def2-TZVPD, the OMol25 dataset).

Computed properties:
HOMO level (alpha / beta)   -6.87 / -8.49 eV
M   115.14 g mol⁻¹
LUMO level (alpha / beta)   0.0065 / 0.0333 hartree

Structure (ORCA input):
```
! wB97M-V def2-TZVPD RIJCOSX def2/J DEFGRID3
* xyz 0 1
C -0.02 -2.14 -0.77
C 0.61 -1.22 -1.81
C 1.06 0.95 1.03
C -1.45 1.38 1.21
N -0.95 -1.85 0.03
N -0.55 0.48 -0.68
N -0.30 1.09 0.46
O 0.57 0.16 -1.38
H 0.36 -3.16 -0.97
H 1.73 -1.35 -2.04
H 0.09 -1.33 -2.76
H 1.36 0.01 0.68
H 1.64 1.68 0.64
H 1.13 0.98 2.22
H -2.13 0.72 0.82
H -1.25 1.16 2.19
H -1.90 2.44 1.12
*
```

=====

Entry three
# C4H9N3O

A cluster of 3 separate species, C4H9N3O in total (wB97M-V/def2-TZVPD, the OMol25 dataset).

Computed properties:
HOMO level   -8.11 eV
M   115.14 g mol⁻¹
LUMO level   0.0263 hartree

Structure (ORCA input):
```
! wB97M-V def2-TZVPD RIJCOSX def2/J DEFGRID3
* xyz 0 1
C -1.27 -1.47 0.36
C 0.92 1.11 -1.09
C 1.25 2.20 -0.27
C 1.93 0.89 -0.02
H -1.82 -3.79 2.67
H -1.03 -2.21 -0.40
H -2.07 0.12 0.48
H -1.12 1.14 -1.68
H 1.71 0.86 -2.30
H 0.38 2.52 0.52
H 1.54 3.01 -0.93
H 1.60 0.20 0.95
H 3.18 0.56 -0.22
N -1.76 -1.96 1.64
N -1.15 -0.16 0.06
N -0.57 0.46 -1.07
O -1.74 -3.50 1.33
*
```

=====

Entry four
# C4H9N3O

A cluster of 2 separate species, C4H9N3O in total (wB97M-V/def2-TZVPD, the OMol25 dataset).

Computed properties:
HOMO level   -8.81 eV
M   115.14 g mol⁻¹
Structure (SMILES)   C=CNN.N#CCO
LUMO level   0.0298 hartree

Structure (ORCA input):
```
! wB97M-V def2-TZVPD RIJCOSX def2/J DEFGRID3
* xyz 0 1
C 2.63 -0.58 0.22
C 1.54 -0.52 -0.53
N 0.19 -0.95 -0.07
N -0.58 -1.85 -0.86
H 3.59 -0.30 -0.18
H 2.58 -0.74 1.29
H 1.57 -0.37 -1.61
H 0.24 -1.32 0.87
H -0.04 -2.32 -1.59
H -1.29 -1.35 -1.38
N 0.55 1.72 -0.05
C -0.46 1.15 0.16
C -1.89 1.12 0.47
O -2.36 2.38 0.90
H -2.45 0.86 -0.43
H -2.07 0.34 1.22
H -1.75 2.73 1.56
*
```

=====

Quick one: most stable of them? entry one

=====

Entry one
# C8H13NS

The molecule C8H13NS (wB97M-V/def2-TZVPD, the OMol25 dataset).

Computed properties:
HOMO level (alpha / beta)   -7.14 / -7.16 eV
M   155.27 g mol⁻¹
LUMO level (alpha / beta)   -0.0069 / -0.0253 hartree

Structure (ORCA input):
```
! wB97M-V def2-TZVPD RIJCOSX def2/J DEFGRID3
* xyz 0 1
C 0.34 1.27 0.96
C 1.08 0.03 -0.96
C 2.24 -0.56 -1.05
C -1.44 0.52 3.28
C 0.89 -0.83 2.68
C -1.31 -0.70 -0.77
C -0.20 -0.37 -1.72
C -0.59 0.80 -2.75
N 0.89 1.14 -0.10
S -0.48 -0.13 1.96
H 0.14 2.25 1.45
H 3.19 -0.09 -0.73
H 2.65 -1.32 -1.78
H -1.81 -0.39 3.97
H -2.32 0.81 2.84
H 0.64 -1.57 3.54
H 1.64 -0.85 2.04
H -2.28 -0.17 -0.74
H -1.27 -1.78 -0.50
H 0.12 -1.25 -2.33
H -0.68 1.85 -2.50
H -1.53 0.60 -3.16
H 0.09 0.72 -3.66
*
```

=====

Entry two
# C8H13NS

A cluster of 2 separate species, C8H13NS in total (wB97M-V/def2-TZVPD, the OMol25 dataset).

Computed properties:
HOMO level (alpha / beta)   -7.20 / -7.20 eV
M   155.27 g mol⁻¹
LUMO level (alpha / beta)   0.0042 / 0.0041 hartree

Structure (ORCA input):
```
! wB97M-V def2-TZVPD RIJCOSX def2/J DEFGRID3
* xyz 0 1
C -1.57 3.05 -1.63
C -0.70 -0.06 -0.26
C -1.37 1.19 0.03
C 2.59 -1.58 -1.81
C 3.44 0.02 0.22
C -0.33 -0.31 -1.56
C -0.48 -0.90 0.92
C -2.10 1.53 1.40
N -1.59 2.09 -0.89
S 3.38 -0.18 -1.35
H -2.43 3.31 -2.37
H 2.01 -1.95 -0.91
H 1.96 -1.61 -2.67
H 3.20 -0.81 0.87
H 3.71 0.98 0.60
H -0.34 0.47 -2.44
H 0.01 -1.21 -1.84
H -1.46 -1.37 1.26
H 0.24 -0.61 1.77
H -0.04 -1.78 0.56
H -3.22 1.78 1.25
H -1.59 2.42 1.86
H -1.98 0.69 2.12
*
```

=====

Entry three
# C8H13NS

A cluster of 2 separate species, C8H13NS in total (wB97M-V/def2-TZVPD, the OMol25 dataset).

Computed properties:
HOMO level   -7.41 eV
M   155.27 g mol⁻¹
LUMO level   0.0109 hartree

Structure (ORCA input):
```
! wB97M-V def2-TZVPD RIJCOSX def2/J DEFGRID3
* xyz 0 1
C 2.04 -3.17 -1.08
C 0.46 -0.20 -0.68
C 1.64 -1.00 0.00
C -3.76 0.34 -0.74
C -3.01 -0.09 1.82
C -0.15 -0.62 -1.80
C 0.06 1.16 0.00
C 2.40 -0.53 1.16
N 1.96 -2.08 -0.59
S -3.20 -0.75 0.37
H 2.84 -3.45 -1.82
H -3.90 1.30 -0.25
H -4.00 0.07 -1.77
H -3.33 1.00 1.89
H -2.96 -0.65 2.75
H 0.34 -1.60 -2.26
H -0.91 -0.26 -2.32
H 1.03 1.66 0.14
H -0.61 1.13 0.84
H -0.51 1.58 -0.86
H 3.05 -1.42 1.54
H 1.75 -0.19 2.01
H 3.23 0.23 1.01
*
```

=====

Quick one: most stable of them? entry three

=====

Entry one
# H3N4O2

The ion H3N4O2 with charge -1 (wB97M-V/def2-TZVPD, the OMol25 dataset).

Computed properties:
HOMO level   -2.27 eV
M   91.05 g mol⁻¹
Structure (SMILES)   N[N-][N+](=O)[N-]O
LUMO level   0.1775 hartree

Structure (ORCA input):
```
! wB97M-V def2-TZVPD RIJCOSX def2/J DEFGRID3
* xyz -1 1
N -1.24 -0.94 0.28
N 0.12 -1.30 -0.02
N 1.04 -0.46 0.11
O 0.73 0.86 0.23
N 2.22 -0.88 -0.05
O 3.12 0.17 -0.04
H -1.23 -0.01 0.59
H -1.69 -0.99 -0.56
H 2.56 0.87 0.30
*
```

=====

Entry two
# H3N4O2

A cluster of 2 separate species, H3N4O2 in total (wB97M-V/def2-TZVPD, the OMol25 dataset).

Computed properties:
HOMO level (alpha / beta)   -4.48 / -4.06 eV
M   91.05 g mol⁻¹
LUMO level (alpha / beta)   0.1805 / 0.1697 hartree

Structure (ORCA input):
```
! wB97M-V def2-TZVPD RIJCOSX def2/J DEFGRID3
* xyz -1 1
N 0.85 1.05 0.60
N -1.35 -0.32 -0.92
N -0.64 0.81 -1.20
N 1.14 -0.04 1.10
O 0.56 -1.18 0.73
O 1.98 -0.10 2.06
H -0.69 -0.89 -0.41
H -2.01 -0.05 -0.14
H 0.16 0.72 -1.82
*
```

=====

Quick one: most stable of them? entry one

=====

Entry one
# C5H8Br2

A structure of composition C5H8Br2 (wB97M-V/def2-TZVPD, the OMol25 dataset).

Computed properties:
HOMO level   -9.82 eV
M   227.93 g mol⁻¹
LUMO level   0.0230 hartree

Structure (ORCA input):
```
! wB97M-V def2-TZVPD RIJCOSX def2/J DEFGRID3
* xyz 0 1
C 0.20 -2.43 -1.48
C 0.72 -1.36 -0.95
C -0.40 1.93 1.30
C 0.49 0.97 0.52
C -0.29 -0.14 -0.13
Br -1.30 -1.17 1.19
Br -1.53 0.52 -1.48
H 0.83 -3.14 -1.99
H -0.85 -2.67 -1.43
H 1.75 -1.06 -0.97
H -1.16 2.38 0.65
H -0.91 1.41 2.11
H 0.20 2.73 1.73
H 1.03 1.52 -0.27
H 1.23 0.53 1.19
*
```

=====

Entry two
# C5H8Br2

The molecule C5H8Br2 (wB97M-V/def2-TZVPD, the OMol25 dataset).

Computed properties:
HOMO level   -9.58 eV
M   227.93 g mol⁻¹
Structure (SMILES)   BrCC1(CBr)CC1
LUMO level   0.0250 hartree

Structure (ORCA input):
```
! wB97M-V def2-TZVPD RIJCOSX def2/J DEFGRID3
* xyz 0 1
Br -1.65 1.56 -1.92
C -0.93 1.28 -0.08
C -0.04 0.01 0.04
C -0.78 -1.30 0.09
Br -1.35 -2.02 -1.68
C 1.35 -0.04 -0.56
C 1.18 0.14 0.97
H -1.76 1.16 0.64
H -0.40 2.18 0.26
H -0.21 -2.08 0.62
H -1.70 -1.15 0.70
H 1.68 0.87 -1.10
H 1.69 -1.01 -0.90
H 1.43 -0.70 1.59
H 1.50 1.11 1.34
*
```

=====

Quick one: most stable of them? entry two